[1]
DFT (ωB97M-V/def2-TZVPD) results for a cluster of 6 separate species, C39H35Cl10NO6S2 in total in a non-equilibrium geometry.

Geometry (Å):
C 5.93 1.45 1.91
C 5.24 1.77 0.46
S 3.76 0.71 0.03
C 2.84 0.11 1.54
C 1.45 0.98 1.86
N 1.26 1.98 0.74
C 1.46 3.41 1.18
C 0.47 4.30 2.13
O 2.61 4.01 0.77
C 0.00 1.76 -0.05
C -0.01 0.44 -1.07
O -1.10 2.51 -0.04
C 0.20 0.00 2.29
O -0.65 0.68 3.31
S 0.56 1.37 4.34
O -0.16 2.63 4.90
O 1.01 0.40 5.49
O 1.82 1.58 3.19
H 6.35 0.36 1.95
H 5.13 1.64 2.78
H 6.85 2.19 2.11
H 6.08 1.58 -0.37
H 5.01 2.94 0.41
H 2.60 -1.04 1.39
H 3.53 0.16 2.51
H 0.11 5.32 1.62
H -0.54 3.68 2.30
H 0.91 4.61 3.16
H -1.11 -0.02 -1.02
H 0.16 0.78 -2.20
H 0.78 -0.37 -0.75
H 0.73 -0.85 2.94
H -0.36 -0.63 1.48
Cl 5.86 2.42 8.63
C 4.18 2.14 8.92
C 3.53 1.21 8.11
C 2.17 0.94 8.31
C 1.47 1.60 9.31
C 2.12 2.54 10.12
C 3.47 2.81 9.93
Cl 4.21 3.98 10.96
H 4.07 0.69 7.33
H 1.67 0.21 7.68
H 0.41 1.39 9.47
H 1.56 3.05 10.90
Cl -7.15 -1.03 2.17
C -5.88 -0.47 3.20
C -6.23 0.17 4.39
C -5.24 0.63 5.26
C -3.90 0.46 4.94
C -3.54 -0.18 3.75
C -4.52 -0.64 2.88
Cl -4.01 -1.41 1.42
H -7.28 0.31 4.65
H -5.52 1.13 6.19
H -3.12 0.81 5.62
H -2.48 -0.31 3.51
Cl 5.19 -1.38 -4.08
C 4.81 0.26 -4.49
C 4.39 1.11 -3.46
C 4.08 2.44 -3.74
C 4.19 2.93 -5.04
C 4.60 2.08 -6.07
C 4.91 0.75 -5.80
Cl 5.42 -0.24 -7.12
H 4.30 0.74 -2.44
H 3.75 3.10 -2.94
H 3.95 3.97 -5.25
H 4.68 2.47 -7.08
Cl -1.51 -2.50 -3.84
C -3.19 -2.78 -3.55
C -3.84 -3.71 -4.36
C -5.20 -3.98 -4.16
C -5.90 -3.32 -3.16
C -5.25 -2.38 -2.35
C -3.90 -2.11 -2.54
Cl -3.16 -0.94 -1.51
H -3.30 -4.23 -5.14
H -5.70 -4.71 -4.79
H -6.96 -3.53 -3.00
H -5.81 -1.87 -1.57
Cl -2.85 -7.58 -8.84
C -3.10 -5.88 -9.08
C -2.50 -5.30 -10.20
C -2.67 -3.93 -10.46
C -3.43 -3.15 -9.59
C -4.03 -3.73 -8.47
C -3.86 -5.10 -8.21
Cl -4.62 -5.75 -6.80
H -1.90 -5.90 -10.88
H -2.20 -3.48 -11.33
H -3.56 -2.09 -9.79
H -4.62 -3.12 -7.80

2S+1 ... 1
Maximum force ... 8.74 eV/Å
Molecular weight ... 1032.4 u
Kohn-Sham gap ... 8.43 eV
SMILES ... CCSC[C@@]1(N(C(C)=O)C(C)=O)COS(=O)(=O)O1.Clc1ccccc1Cl.Clc1ccccc1Cl.Clc1ccccc1Cl.Clc1ccccc1Cl.Clc1ccccc1Cl

Mulliken atomic charge list, values in e, 4 entries:
1. C -0.840
2. C -0.255
3. S 0.025
4. C -1.032

[2]
DFT (ωB97M-V/def2-TZVPD) results for a cluster of 10 separate species, C10H30N10O20 in total in a non-equilibrium geometry.

Geometry (Å):
C -3.77 2.00 1.60
N -2.90 3.17 1.42
O -2.66 3.52 0.30
O -2.48 3.76 2.42
H -4.65 2.01 0.96
H -4.07 1.82 2.64
H -3.21 1.12 1.27
C 0.42 2.65 -5.23
N 1.40 2.48 -4.13
O 1.51 3.34 -3.33
O 2.01 1.37 -4.09
H 0.91 3.12 -6.06
H -0.28 3.26 -4.87
H -0.05 1.66 -5.44
C 3.86 0.98 -1.45
N 3.87 0.67 -0.02
O 4.41 -0.33 0.37
O 3.32 1.47 0.79
H 4.40 0.19 -1.99
H 4.38 1.94 -1.59
H 2.82 1.12 -1.74
C 0.59 3.79 1.02
N 0.66 2.89 2.13
O 1.53 3.07 2.93
O -0.21 2.05 2.27
H 0.01 3.36 0.23
H 1.62 3.95 0.72
H 0.09 4.70 1.36
C -3.09 -0.48 -3.85
N -3.10 1.02 -3.88
O -3.91 1.68 -3.24
O -2.23 1.48 -4.60
H -2.37 -0.76 -3.15
H -2.77 -0.80 -4.83
H -4.01 -0.74 -3.46
C 3.22 -2.29 3.56
N 2.73 -3.43 2.80
O 2.11 -3.16 1.80
O 2.90 -4.55 3.24
H 4.25 -2.05 3.20
H 3.27 -2.55 4.61
H 2.59 -1.44 3.46
C -1.25 0.93 4.82
N -1.28 -0.51 4.24
O -0.31 -1.18 4.44
O -2.22 -0.84 3.53
H -2.20 1.39 4.76
H -0.56 1.37 4.16
H -0.83 0.85 5.81
C 0.35 -0.52 0.24
N -0.89 -0.01 -0.58
O -0.67 0.45 -1.68
O -1.99 -0.24 -0.15
H 0.27 -0.31 1.31
H 1.22 -0.04 -0.16
H 0.33 -1.62 0.04
C -2.40 -3.54 1.16
N -2.49 -3.22 -0.29
O -3.53 -2.72 -0.67
O -1.48 -3.36 -0.95
H -3.25 -4.10 1.51
H -2.34 -2.55 1.60
H -1.51 -4.01 1.38
C 1.63 -3.77 -1.51
N 2.45 -2.71 -2.20
O 1.80 -1.78 -2.58
O 3.61 -2.97 -2.22
H 1.74 -3.59 -0.45
H 2.08 -4.70 -1.87
H 0.58 -3.76 -1.82

2S+1 ... 1
Maximum force ... 4.04 eV/Å
Molecular weight ... 610.4 u
Kohn-Sham gap ... 11.01 eV
SMILES ... C[N+](=O)[O-].C[N+](=O)[O-].C[N+](=O)[O-].C[N+](=O)[O-].C[N+](=O)[O-].C[N+](=O)[O-].C[N+](=O)[O-].C[N+](=O)[O-].C[N+](=O)[O-].C[N+](=O)[O-]

Mulliken atomic charge list, values in e, 4 entries:
1. C -0.476
2. N 1.032
3. O -0.564
4. O -0.563

[3]
DFT (ωB97M-V/def2-TZVPD) results for a cluster of 2 separate species, C22H25N2O2 in total in a non-equilibrium geometry.

Geometry (Å):
C 3.77 -0.29 0.75
O 2.35 0.02 0.67
C 1.52 -1.07 1.12
C 0.02 -0.90 0.87
C -0.81 -2.04 0.92
C -2.18 -1.91 0.85
C -2.77 -0.65 0.70
C -4.27 -0.58 0.61
C -1.96 0.49 0.70
C -0.57 0.37 0.78
H 4.31 0.66 0.59
H 4.07 -0.74 1.74
H 4.07 -1.02 -0.04
H 1.88 -2.05 0.71
H -0.34 -3.02 1.04
H -2.84 -2.77 0.93
H -4.62 0.45 0.51
H -4.64 -1.16 -0.24
H -4.74 -1.00 1.51
H -2.43 1.47 0.67
H 0.07 1.25 0.78
H 1.61 -1.18 2.19
C 2.69 -1.36 5.49
H 3.38 -2.01 4.96
C 2.97 -0.01 5.61
C 2.01 0.84 6.18
N 0.95 0.29 6.83
C -0.08 1.17 7.50
C -1.16 1.60 6.55
C -2.32 0.83 6.39
C -3.29 1.21 5.46
C -3.10 2.34 4.66
C -1.95 3.11 4.83
C -0.99 2.76 5.78
C 0.59 -1.00 6.57
C 1.41 -1.84 5.84
C 0.70 -3.02 5.26
N 1.36 -3.85 4.41
O -0.49 -3.20 5.54
H 3.91 0.41 5.23
H 2.10 1.92 6.25
H -0.53 0.57 8.30
H 0.45 2.03 7.91
H -2.46 -0.05 7.03
H -4.19 0.60 5.35
H -3.84 2.61 3.91
H -1.78 3.99 4.19
H -0.11 3.38 5.96
H -0.46 -1.24 6.80
H 2.32 -3.75 4.11
H 0.85 -4.66 4.06

2S+1 ... 1
Maximum force ... 2.09 eV/Å
Charge ... +1
Molecular weight ... 349.5 u
Kohn-Sham gap ... 6.21 eV

Mulliken atomic charge list, values in e, 4 entries:
1. C -0.634
2. O -0.344
3. C -0.174
4. C 0.491